The following is a quantum chemistry calculation of C5H8N2 in the gas phase at a distorted geometry, from OMol25.

```
15
Properties=species:S:1:pos:R:3:forces:R:3
N 1.840 -0.673 -0.213 0.28 -0.37 1.28
N 2.806 0.288 -0.060 3.47 -2.80 -0.72
C 0.042 1.077 -0.194 0.19 0.95 0.90
C -1.903 -0.298 -0.160 -0.54 -0.77 3.05
C 0.632 -0.337 -0.187 -2.61 1.66 0.37
C -0.570 -1.264 0.050 -1.87 -0.60 -1.39
C -1.283 1.125 0.069 -0.87 -1.21 -1.32
H 0.639 2.018 -0.323 -0.41 -1.14 0.30
H -0.653 -1.874 1.003 0.50 1.52 -0.59
H -2.003 1.994 0.224 1.51 -1.02 -0.39
H 3.632 -0.138 0.455 -1.50 0.45 -1.36
H -2.705 -0.578 0.717 1.91 0.71 -2.01
H 2.659 1.126 0.393 -1.56 2.14 1.06
H -2.538 -0.364 -1.109 1.40 0.00 1.01
H -0.595 -2.103 -0.666 0.11 0.48 -0.20
```
Positions in Å, forces in eV/Å.

Output
- Total charge: 0
- Energy relative to the best compared isomer or geometry (same formula, charge and spin): 68.0 kcal per mole
- HOMO energy: -8.232 eV
- SMILES string: N/N=C1\C=CCC1
- Lowest unoccupied orbital energy: 0.938 eV
- Total energy: -304.72719 a.u.

The following is a quantum chemistry calculation of a gas-phase ion, C3H7BrNO (charge +1) at a distorted geometry, from OMol25.

```
13
Properties=species:S:1:pos:R:3:forces:R:3
Br 2.964 0.310 -0.030 0.62 -0.35 0.00
O 0.107 1.742 -0.177 1.63 -0.85 -0.49
N 0.392 -0.759 -0.013 0.31 -6.07 2.14
C -0.809 1.112 0.531 -3.58 -0.11 -0.24
C -0.986 -0.294 -0.126 0.70 3.31 -2.06
C 1.404 -0.139 -0.780 -2.14 3.84 0.84
H -0.748 1.059 1.642 0.64 -0.17 -0.27
H 0.443 -0.693 1.047 1.43 -0.13 -1.19
H 1.028 0.345 -1.691 0.52 -0.81 -0.13
H -1.073 -0.112 -1.205 -0.98 -0.15 0.35
H -1.915 1.491 0.394 1.65 -0.01 -0.03
H 0.398 -1.889 -0.218 0.08 3.05 0.48
H -1.718 -0.874 0.334 -0.88 -1.55 0.61
```
Positions in Å, forces in eV/Å.

Output
- Total charge: +1
- Energy relative to the best compared isomer or geometry (same formula, charge and spin): 120.0 kcal per mole
- HOMO energy (alpha / beta): -13.725 / -13.726 eV
- Lowest unoccupied orbital energy (alpha / beta): -6.717 / -6.717 eV
- Total energy: -2822.06221 a.u.

The following is a quantum chemistry calculation of 4 unconnected molecules or ions with the total composition C2H14NO4 at a distorted geometry, from OMol25.

```
21
Properties=species:S:1:pos:R:3:forces:R:3
O -2.161 0.421 -0.974 1.43 2.24 -0.34
O -0.977 -1.776 -1.713 0.48 -0.05 0.61
O -0.863 1.232 2.281 0.47 2.71 0.26
O 0.743 -1.188 0.604 0.10 1.08 -0.42
N 0.387 1.209 -0.334 0.86 1.52 1.25
C 1.758 0.547 -0.626 -3.86 -1.88 -0.87
C 1.931 -0.350 0.537 1.58 -3.08 -0.61
H 2.517 1.203 -0.934 0.91 0.97 0.12
H 0.202 1.239 0.774 -0.32 -0.65 -2.51
H 2.758 -1.101 0.236 -0.65 1.54 1.08
H -0.608 -1.823 -0.805 -0.05 -0.17 -0.58
H 2.058 0.148 1.499 0.40 0.05 -0.11
H -2.951 0.205 -0.539 -1.56 -0.62 0.82
H -0.795 2.096 2.806 -0.26 -1.78 -1.03
H -0.844 0.555 2.940 -0.02 -0.81 0.73
H 0.853 -1.756 1.357 0.01 -0.54 0.52
H -0.382 0.636 -0.858 0.80 2.15 1.61
H 1.458 -0.124 -1.493 0.95 0.77 0.76
H -1.732 -2.370 -1.715 -0.04 -0.26 -0.14
H -1.801 -0.317 -1.448 -0.31 -1.45 -0.68
H 0.483 2.249 -0.536 -0.91 -1.74 -0.48
```
Positions in Å, forces in eV/Å.

Output
- Total charge: +1
- Energy relative to the best compared isomer or geometry (same formula, charge and spin): 24.5 kcal per mole
- HOMO energy: -14.925 eV
- Lowest unoccupied orbital energy: -3.082 eV
- Total energy: -440.05034 a.u.

The following is a quantum chemistry calculation of a molecular structure, C39H60CdN2O4PSb at a distorted geometry, from OMol25.

```
108
Properties=species:S:1:pos:R:3:forces:R:3
Sb 0.704 -0.461 -3.396 -0.07 0.56 -0.72
Cd 1.135 -1.001 -0.763 0.16 -0.76 0.29
P -0.884 1.327 0.775 0.65 1.36 0.40
O 3.180 -0.317 -0.544 -0.36 0.25 -0.29
O -0.447 -2.799 -0.870 0.00 1.26 -1.50
O 5.340 1.237 -0.242 0.56 1.15 0.29
O -0.542 0.319 -0.278 -0.51 -0.53 -0.52
N 1.723 -2.657 0.680 -3.52 1.16 -2.23
N 0.707 -3.529 0.983 0.89 -0.53 0.68
C -3.030 2.181 -0.914 0.07 0.12 -1.11
C 1.685 1.329 2.017 1.79 -0.72 -1.16
C 6.005 -1.225 2.351 -0.48 0.28 -0.23
C -0.777 1.065 -3.945 1.55 0.11 -1.49
C -2.426 -6.212 1.984 0.95 0.37 0.23
C -2.819 -1.201 4.061 0.42 -0.65 -0.19
C 4.896 -2.005 2.241 -1.65 0.88 -2.18
C -1.641 0.537 2.232 0.29 -0.39 -0.81
C 5.557 0.985 -1.615 0.54 -0.87 0.44
C -3.472 3.416 -1.774 0.28 -1.52 0.19
C -1.373 -5.329 1.719 1.40 2.00 -1.47
C 2.577 -0.722 -6.010 0.28 -1.47 0.57
C -1.368 -4.546 0.496 -0.28 -0.74 0.49
C 1.449 1.428 3.480 0.05 0.83 0.81
C -3.664 4.442 0.478 -0.44 1.92 -0.79
C 3.841 -1.774 1.272 2.83 1.53 0.95
C -0.276 -3.509 0.130 -1.03 -2.08 1.65
C 0.564 3.707 3.112 -0.96 0.36 0.69
C -3.613 -0.920 2.786 0.84 -1.79 -0.20
C -2.515 3.651 1.068 0.59 -0.59 -0.46
C 6.140 -0.127 1.522 0.42 1.02 -1.06
C 1.532 2.892 3.949 -1.66 -1.10 2.49
C 5.159 0.170 0.570 1.23 -0.91 0.73
C 4.014 -0.638 0.390 -0.76 -1.11 0.77
C -0.143 2.192 -4.879 0.05 -0.76 1.52
C 2.429 -0.004 -4.697 -0.53 -1.10 1.16
C -1.321 -1.519 3.764 -0.41 1.06 0.46
C -3.383 -5.657 -0.127 -1.02 -0.61 0.01
C -0.731 -2.207 -5.567 0.75 -0.49 0.46
C 0.768 2.146 1.115 -0.26 -1.11 0.21
C -0.864 -0.826 2.447 0.28 0.63 1.98
C 2.736 -2.666 1.379 2.44 -0.96 1.41
C -3.369 4.712 -1.026 1.90 -0.45 1.28
C -0.170 -2.254 -4.118 0.54 -0.63 -0.35
C -1.952 2.631 0.019 1.11 -0.08 0.93
C -2.384 -4.780 -0.439 1.16 0.93 0.11
C -3.104 0.152 1.853 0.86 0.53 -0.20
C 0.850 3.534 1.638 0.00 2.35 -0.66
C -3.454 -6.358 1.071 -0.13 0.17 -0.30
H -0.877 -2.637 -3.351 0.24 0.56 -0.50
H 3.238 -0.367 -4.045 -0.11 0.66 -0.03
H -3.683 1.052 2.008 -0.42 0.27 -0.14
H 5.579 1.952 -2.064 -0.32 0.57 -0.63
H -2.437 -6.816 2.876 0.10 0.06 0.26
H -1.079 -2.564 3.722 -0.35 -0.75 -0.48
H -1.051 1.522 -3.014 -0.47 0.01 0.43
H 0.245 -0.779 2.501 -0.83 0.21 -0.37
H -1.610 0.547 -4.453 0.25 0.42 0.44
H 7.083 0.483 1.544 -1.18 -0.46 -0.01
H -1.140 -1.456 1.627 -0.04 -0.32 -0.59
H 2.518 3.288 3.859 0.89 0.23 -0.17
H -3.923 5.461 -1.533 -0.78 0.84 -0.02
H -3.201 -0.117 0.776 0.18 -0.05 0.76
H 1.863 -0.455 -6.718 -1.29 0.89 -1.32
H -1.374 -1.349 -5.829 0.06 -0.55 0.38
H -2.884 3.118 1.932 -0.05 -0.36 0.35
H 3.556 -0.529 -6.427 0.28 -0.12 -0.16
H -4.314 -7.000 1.285 0.41 0.15 -0.12
H 2.107 0.732 4.018 0.06 0.38 -0.07
H 0.444 1.064 3.650 -0.34 -0.01 0.42
H -4.158 -5.796 -0.848 -0.51 -0.16 -0.36
H 2.714 1.695 1.731 -0.71 -0.54 0.48
H 0.817 2.611 -4.452 -0.95 -0.62 -0.58
H -3.599 -1.938 2.340 -0.23 0.73 -0.47
H 6.744 -1.424 3.073 0.82 -0.35 0.76
H -4.617 -0.697 3.016 -1.35 0.06 0.41
H -3.750 5.410 1.013 -0.04 -0.50 -0.18
H 2.397 1.074 -4.766 0.38 0.20 -0.07
H -3.834 1.792 -0.339 -1.03 -0.21 0.39
H 2.412 -1.826 -5.934 0.52 0.74 0.27
H -0.849 3.004 -4.874 -0.29 0.52 -0.23
H -0.427 -5.065 2.296 -1.65 -0.96 -0.14
H 4.744 0.344 -1.901 -0.31 -0.07 -0.94
H -2.283 5.039 -1.075 -1.12 -0.11 0.03
H -4.652 3.966 0.553 0.35 -0.18 0.17
H -2.368 -4.248 -1.405 -0.03 -0.28 0.64
H -4.462 3.177 -2.125 -0.59 0.28 -0.14
H 1.870 3.946 1.467 -0.40 -0.44 -0.11
H 0.192 4.168 1.023 0.23 0.12 0.28
H 4.753 -2.862 2.808 -0.01 -1.41 1.32
H -0.024 1.846 -5.903 0.28 -0.01 0.02
H -1.700 4.285 1.444 -0.44 0.04 -0.28
H -0.756 -1.234 4.671 0.07 0.50 -0.61
H 1.682 0.257 1.835 0.14 -0.07 -0.78
H 0.680 -2.993 -4.054 -0.76 0.62 -0.23
H -2.884 -0.426 4.813 -0.07 0.40 0.09
H -1.680 1.286 3.059 0.36 -0.86 -0.26
H -3.304 -2.090 4.473 0.13 0.12 0.33
H -1.204 3.053 -0.670 0.15 0.53 0.44
H -0.493 3.459 3.308 0.21 -0.59 0.09
H 1.209 2.119 0.102 -0.30 -0.02 0.21
H 2.838 -3.495 2.086 -0.04 0.15 0.29
H 1.262 2.930 5.097 0.45 0.12 -2.15
H -2.704 1.352 -1.560 0.01 0.29 0.16
H 0.084 -2.239 -6.301 -0.05 0.28 0.22
H 0.550 4.748 3.453 0.50 0.15 -0.46
H 6.529 0.496 -1.861 -0.43 0.15 0.56
H -1.207 -3.175 -5.683 -0.71 0.12 -0.40
H -2.848 3.495 -2.650 0.31 -0.23 -0.50
```
Positions in Å, forces in eV/Å.

Output
- Total charge: 0
- Energy relative to the best compared isomer or geometry (same formula, charge and spin): 0.0 kcal per mole
- HOMO energy: -6.836 eV
- Lowest unoccupied orbital energy: 0.385 eV
- Total energy: -2681.83847 a.u.